No. 1
This record from the OMol25 dataset describes a 12-piece molecular cluster, C53H69N8O19 overall in a non-equilibrium geometry. The level of theory is ωB97M-V/def2-TZVPD.

Results
- HOMO-LUMO gap: 0.068 hartree
- Total charge: -1
- HOMO level: -0.70 eV

XYZ file:
```
149
Properties=species:S:1:pos:R:3:forces:R:3
C 1.75044 0.73235 2.41209 -1.2 -0.1 -1.5
C 1.78346 1.46545 1.02668 1.4 -0.3 0.9
N 0.79198 1.03078 0.01846 -0.8 0.2 0.7
C -0.55866 1.18214 0.15422 -1.3 0.1 -0.3
C -1.19236 0.60015 -0.94326 0.1 -0.3 2.3
N -0.25439 -0.08963 -1.60541 4.1 1.2 0.9
C 1.00704 0.33130 -1.08256 -1.7 -2.4 -1.0
C -0.56793 -0.93503 -2.75439 0.5 0.5 -1.1
H 2.47964 1.08237 3.14275 0.2 0.2 -0.5
H 1.90101 -0.31915 2.16759 0.0 -0.2 0.5
H 0.77054 0.88568 2.86420 0.0 -0.2 0.1
H 2.76596 1.21973 0.62367 0.0 0.2 -0.4
H 1.76929 2.53454 1.23869 -0.5 0.0 -0.6
H -0.97827 1.55948 1.07507 0.0 0.5 -0.3
H -2.23124 0.44425 -1.19388 -0.2 0.2 -0.1
H 1.97992 -0.07501 -1.31671 -0.2 0.1 -0.4
H 0.20522 -1.61477 -3.11254 0.6 0.1 0.8
H -0.64480 -0.19819 -3.55392 -1.1 -0.5 -0.5
H -1.45053 -1.54172 -2.55178 -0.3 0.7 -0.2
O -3.88846 1.07698 -6.01212 -0.7 -0.8 0.4
C -3.27342 -0.09731 -5.71277 0.3 1.3 0.4
C -3.75818 -1.01059 -4.48110 -1.7 1.2 -0.6
O -3.99085 -0.49415 -3.22717 1.4 0.1 1.6
H -2.21697 0.15701 -5.62729 1.8 0.1 1.1
H -3.14045 -0.72999 -6.59033 -0.7 -1.3 -0.6
H -3.27076 -1.98473 -4.44167 1.3 -0.7 -0.3
H -4.73736 -1.29282 -4.86796 -0.8 -0.4 -0.5
C -1.69679 1.34436 7.57277 0.7 -1.9 -1.2
C -0.37569 1.62710 7.11517 -1.2 0.7 1.6
C 0.20235 1.08767 5.99184 -1.5 0.8 0.7
C -0.60080 0.16122 5.37523 -0.7 -1.7 -1.9
C -1.94298 -0.19144 5.67683 2.6 1.5 1.2
C -2.45681 0.37224 6.85380 -0.2 0.1 -1.3
O -3.73704 0.07372 7.20879 -0.6 0.9 1.5
O 1.36406 1.54055 5.45225 0.6 -1.0 -0.6
H -2.03893 1.68087 8.54029 -0.1 0.3 -0.1
H 0.21173 2.30809 7.71315 0.1 0.3 0.1
H -0.21614 -0.39755 4.53486 0.3 0.3 -0.4
H -2.42322 -0.85077 4.96897 -0.4 -0.1 0.3
H -4.20184 -0.64749 6.77818 0.8 -0.1 -0.5
H 1.73281 2.34673 5.82061 -0.5 0.0 0.5
C 0.78972 -3.86216 3.03124 2.0 -1.3 0.5
C -0.15754 -2.91911 3.12963 -1.4 0.7 1.0
C -0.85586 -2.48598 2.04486 -1.5 1.5 0.5
C -0.51487 -2.87082 0.79349 0.5 -0.4 -1.4
C 0.60858 -3.65184 0.66028 1.2 -1.8 1.2
C 1.27346 -4.22992 1.79091 -1.9 1.6 -2.0
O 2.27563 -5.09009 1.60598 1.2 -1.1 0.9
O -1.89125 -1.61009 2.29104 0.0 0.3 0.6
H 1.11368 -4.26245 3.98057 0.6 -0.3 -0.2
H -0.44607 -2.60262 4.12109 -0.3 0.1 0.0
H -1.10814 -2.61564 -0.07214 -0.1 0.3 -0.1
H 0.97678 -4.05394 -0.27200 -0.2 0.3 -0.6
H 2.44753 -5.33768 0.69453 -0.4 0.3 -0.1
H -2.63301 -1.71299 1.69039 0.0 -0.1 -0.6
C -3.93334 2.13239 1.08122 0.4 -1.0 0.9
C -3.78946 1.70720 2.41061 -1.2 1.7 -2.8
C -4.59522 2.33832 3.38930 1.0 0.0 -3.1
C -5.42385 3.40902 3.11534 0.3 0.1 -2.3
C -5.60660 3.70924 1.69494 -1.1 0.3 3.9
C -4.92630 3.04761 0.76658 0.9 0.1 -3.2
O -5.15828 3.37573 -0.58766 0.4 -0.6 1.6
O -4.33515 1.74460 4.52748 -0.2 -0.8 4.4
H -3.35287 1.69322 0.28336 -0.1 0.0 -0.1
H -3.12121 0.88797 2.63127 0.0 0.0 0.4
H -5.81052 4.10203 3.84788 -0.4 -0.5 0.3
H -6.38419 4.38602 1.37288 0.0 0.4 0.2
H -5.96152 3.89941 -0.54103 -0.1 0.1 -0.6
H -5.12918 1.35738 4.90319 -0.1 0.2 0.3
C 3.47074 -1.34502 -5.02686 2.6 1.3 2.1
C 3.95251 -1.69686 -3.72207 -1.2 0.2 -2.6
C 3.32052 -2.75819 -3.17068 -0.2 -0.8 0.2
C 2.30180 -3.47037 -3.82087 -0.1 0.9 0.3
C 1.77431 -2.99057 -5.01561 0.2 -1.1 1.9
C 2.38611 -1.91165 -5.60722 -1.1 -0.7 -1.3
O 1.90604 -1.51397 -6.80444 0.8 1.2 -0.7
O 3.76642 -3.10708 -1.92008 0.1 -0.9 0.7
H 4.14843 -0.60531 -5.42684 -0.7 0.3 -1.0
H 4.80618 -1.18993 -3.29702 -0.1 0.0 0.2
H 1.86705 -4.29767 -3.27960 -0.2 -0.2 -0.1
H 0.87459 -3.44291 -5.40587 0.1 0.0 -0.3
H 1.27060 -2.11710 -7.19693 -0.2 -0.1 0.4
H 3.71925 -4.05505 -1.77611 -0.1 -0.2 -0.2
C -4.56647 -3.63311 -1.28928 -0.8 -2.4 -0.8
C -5.15719 -4.88191 -0.96187 0.8 1.7 1.6
C -5.61900 -5.04332 0.38808 -0.8 -0.8 -2.4
C -5.59567 -4.00892 1.29556 1.4 2.1 -0.2
C -4.92858 -2.76299 0.94032 -0.3 -2.6 -0.4
C -4.42020 -2.66686 -0.35418 0.4 3.5 0.5
O -3.82025 -1.45777 -0.70742 0.1 -1.4 4.1
O -6.30918 -6.21470 0.71709 0.2 0.4 1.0
H -4.24146 -3.28481 -2.25853 0.0 -0.6 -0.5
H -5.18672 -5.71204 -1.65208 -0.2 0.1 -0.2
H -6.05009 -4.09199 2.27177 0.0 -0.3 0.0
H -4.71402 -1.95593 1.62518 -0.6 0.1 0.2
H -3.73000 -1.14060 -1.60901 -0.8 0.2 -3.5
H -6.47705 -6.81381 -0.01400 0.3 0.4 -0.3
C 3.58700 3.82829 -3.04414 1.0 -0.5 1.8
C 3.73767 5.06710 -2.44335 0.4 1.4 -0.7
C 4.65227 5.32788 -1.43550 -0.8 -1.0 0.3
C 5.26475 4.25964 -0.81244 0.0 2.2 -0.3
C 5.00674 2.99737 -1.25061 0.6 -1.9 -0.4
C 4.21723 2.73528 -2.36472 -1.9 1.9 -1.5
O 3.95452 1.46169 -2.76931 0.9 -1.1 0.6
O 4.93561 6.55572 -0.88964 -0.3 0.2 -0.4
H 2.99881 3.79999 -3.94947 -0.2 -0.6 0.2
H 3.19803 5.91692 -2.83450 -0.2 0.0 -0.3
H 5.92149 4.70848 -0.08194 0.5 -1.3 0.7
H 5.53193 2.14821 -0.83891 0.0 -0.2 0.3
H 3.28575 1.36820 -3.45166 -0.1 0.6 -0.1
H 4.41761 7.21801 -1.35294 0.0 0.2 -0.1
C 6.32596 0.24780 1.78276 1.3 -1.2 -0.6
C 5.23519 -0.62959 1.71328 0.2 0.5 -0.7
C 5.16297 -1.55284 0.67588 -0.2 -1.7 -0.2
C 6.25128 -1.83855 -0.11269 1.2 1.5 -0.4
C 7.32865 -0.96669 -0.06437 1.1 1.1 0.7
C 7.45753 0.04380 0.92324 -2.6 -0.1 0.3
O 8.52816 0.89120 0.96218 0.6 -0.3 -0.9
O 4.07888 -2.36099 0.53801 -1.0 0.3 2.1
H 6.39988 1.02511 2.52889 -0.2 0.0 0.2
H 4.40071 -0.63284 2.39888 0.0 0.4 0.1
H 6.34126 -2.65466 -0.81431 -0.6 0.0 -0.1
H 8.08561 -1.04089 -0.83113 0.4 -0.2 0.2
H 8.65847 1.36294 1.78806 -0.5 -0.2 0.2
H 3.83126 -2.63452 -0.34826 0.5 0.5 -0.6
C -0.86027 4.32069 3.20949 0.1 -2.3 -0.2
O -0.66935 3.89343 2.10123 0.2 -0.7 -2.5
N -1.10867 3.64684 4.27843 -1.7 -4.3 4.3
N -0.71633 5.52752 3.58094 1.4 7.3 -1.3
H -1.26328 4.18583 5.11848 -0.1 -0.6 -0.1
H -1.54556 2.73664 4.30579 0.2 -0.1 -0.3
H -0.74133 5.91735 4.51234 0.0 -0.2 -0.5
H -0.35576 6.06069 2.80259 0.0 0.9 0.6
C -1.39278 -4.55233 -5.43352 -1.7 0.4 -2.8
O -2.08724 -3.99019 -6.24825 -0.5 0.9 -0.5
N -1.49845 -4.45201 -4.14606 -0.7 0.9 3.4
N -0.48797 -5.42144 -5.81700 2.6 -1.8 -0.9
H -2.37666 -4.00527 -3.92407 0.1 0.1 1.0
H -0.99691 -5.12272 -3.58152 -0.7 0.4 0.4
H -0.17673 -6.05818 -5.09742 0.5 -0.4 -1.1
H -0.41935 -5.49680 -6.82184 0.3 -0.7 0.4
C 0.17929 4.92748 -1.63369 -0.1 0.5 -2.4
O 0.65110 4.86888 -2.73958 0.6 -0.3 -2.2
N -0.98746 5.30700 -1.29987 -6.6 2.0 -0.3
N 0.82484 4.73929 -0.55905 6.5 -2.2 4.6
H -1.67784 5.43033 -2.02669 -0.1 0.0 0.4
H -1.23131 5.32777 -0.31997 -0.5 -0.1 -0.5
H 1.70707 4.31441 -0.80649 0.4 0.0 0.7
H 0.46551 4.55389 0.36648 -0.3 -0.1 -0.3
```
Positions in Å, forces in eV/Å.

No. 2
This record from the OMol25 dataset describes a 2-piece molecular cluster, C6H6O2 overall in a non-equilibrium geometry. The level of theory is ωB97M-V/def2-TZVPD.

Results
- HOMO-LUMO gap: 0.271 hartree
- HOMO level: -8.39 eV

XYZ file:
```
14
Properties=species:S:1:pos:R:3:forces:R:3
C -0.59026 -0.57116 0.23299 -0.2 2.5 -0.2
C 0.35370 -1.47920 0.28449 1.4 -1.9 -0.4
C 1.62717 -1.17984 -0.11738 4.0 -1.0 2.7
C 1.95362 0.06164 -0.49746 -0.3 4.0 -2.1
C 0.79342 1.16359 -0.73447 5.5 0.1 0.9
C -0.29768 0.80802 -0.11442 -5.4 0.6 0.0
H -2.48857 -0.18922 0.38903 2.9 -3.5 0.9
H 0.11226 -2.46821 0.58936 -0.3 -0.6 0.3
H 2.52800 -1.82974 0.37936 -2.2 1.3 -2.0
H 3.04611 0.33717 -0.63187 -1.7 -0.1 -0.1
H 0.95133 2.30774 -0.93176 0.0 -2.6 0.0
H -1.05440 2.27693 1.41678 -1.9 -1.3 -5.2
O -1.75961 -1.03830 0.56633 -6.3 4.0 -0.2
O -1.50722 1.88168 -0.00802 4.6 -1.7 5.3
```
Positions in Å, forces in eV/Å.

Summary of ΔE to the lowest compared entry with this formula, charge and spin in kcal/mol
0.0; 125.9
(order as listed above)